The following is a quantum chemistry calculation of C23H40CaN4O5 as an isolated structure in a non-equilibrium geometry, from OMol25.

The value obtained for the LUMO energy (alpha / beta) is -0.7 / -0.8 eV. The value obtained for the HOMO energy (alpha / beta) is -2.72 / -2.88 eV. The calculation puts the gap between HOMO and LUMO (alpha / beta) at 1.973 / 2.100 eV. Its total energy is -2172.976580 Ha. For the strongest force on any atom, the calculation gives 0.1090 Eh/bohr.

CARTESIAN COORDINATES (ANGSTROEM)
H (-1.6420, 2.9799, -3.5529)
H (-3.0803, 2.2349, 3.8053)
H (1.3383, 3.7155, -1.1165)
H (3.0924, -0.9972, -0.1922)
H (-0.7242, -6.6601, -0.7572)
H (-5.4202, -1.0129, -0.9645)
H (-3.6332, 5.8488, 2.0377)
C (-3.4090, 3.1187, 3.2543)
H (6.8430, 1.4884, 1.6335)
H (-1.9313, -5.3704, -0.9331)
H (-2.0974, -3.3401, -1.9654)
N (0.7181, 0.7176, 1.4682)
H (0.2445, -6.0669, -2.9946)
H (0.7954, -4.4078, -3.3296)
H (-4.5045, 3.1794, 3.2945)
H (-0.8952, -5.4258, 0.5085)
H (-0.7806, 0.8557, 1.9085)
H (2.3054, -4.5815, -1.2907)
C (-1.3675, -2.7192, -1.4491)
O (-1.8193, 2.8438, -2.6145)
C (-2.9310, 3.0730, 1.8488)
C (2.8937, 1.4490, 2.1700)
H (-6.2215, 0.5581, -1.4361)
H (-4.3419, 0.6344, -2.8970)
C (1.5202, -5.1500, -0.7801)
H (-5.1064, 4.9466, 1.6134)
C (5.0143, 0.5416, 0.9940)
H (-2.4532, 3.6578, -2.3423)
N (-2.0932, 2.1457, 1.3548)
H (1.6860, -6.2158, -0.9804)
C (0.3909, -1.0610, -0.1481)
Ca (-1.2329, 1.9290, -0.8940)
C (0.1354, -4.7377, -1.2825)
H (-2.6005, -0.9272, -1.5436)
H (-5.8767, -0.7471, -2.8060)
H (1.4026, 2.8389, 0.1762)
C (-4.1197, 5.2629, 1.2425)
H (5.6418, 1.3288, 2.9260)
H (0.9933, 2.0919, 2.9994)
C (-0.1519, -3.2565, -1.0137)
C (-3.2830, 4.0816, 0.8968)
H (4.8986, 1.8758, -0.7221)
O (-4.3624, 0.2695, -2.0063)
H (1.6875, -2.7510, 0.0720)
H (5.4428, 2.5721, 1.6562)
H (6.6313, -0.9010, 1.1083)
H (5.3715, -1.1332, 2.3377)
N (-2.7609, 3.8257, -0.3151)
O (-1.7045, 1.1637, 2.2727)
C (5.7732, 1.5481, 1.8610)
C (5.5505, -0.8673, 1.2889)
C (-0.9216, -5.5969, -0.5744)
C (1.5048, 1.4657, 2.2653)
C (-5.6195, -0.3067, -1.7665)
H (5.0776, -1.6260, 0.6560)
H (6.3503, 0.8557, -0.6887)
C (0.7370, -2.4111, -0.3454)
H (1.6047, -4.9921, 0.3007)
C (5.2738, 0.8724, -0.4839)
H (3.4675, 2.1105, 2.8192)
C (0.0506, -5.0065, -2.7915)
H (-0.9392, -4.7573, -3.1886)
C (3.5042, 0.5823, 1.2541)
C (-1.6432, -1.3676, -1.2324)
C (2.6819, -0.2734, 0.5171)
H (-6.7652, -0.8862, -2.1273)
N (-0.7625, -0.5360, -0.6291)
H (4.7876, 0.1554, -1.1545)
C (1.2891, -0.1743, 0.6319)
H (-3.0327, 4.0168, 3.7638)
O (0.9337, 2.9474, -0.6812)
O (-3.1488, 4.5820, -1.3107)
H (-4.2562, 5.8988, 0.3641)

Atom charges from the Mulliken analysis, given in e for atoms 1 to 8: number 1, H, carries 0.155; number 2, H, carries 0.364; number 3, H, carries 0.227; number 4, H, carries 0.879; number 5, H, carries 0.439; number 6, H, carries 0.215; number 7, H, carries 0.276; number 8, C, carries -1.354


The following is a quantum chemistry calculation of a 21-piece molecular cluster, C14H57N3O22 overall in a non-equilibrium geometry, from OMol25.

The value obtained for the LUMO energy is -0.4 eV. The value obtained for the HOMO energy is -7.72 eV. The calculation puts the gap between HOMO and LUMO at 7.283 eV. Its total energy is -2387.094120 Ha. For the strongest force on any atom, the calculation gives 0.0809 Eh/bohr.

CARTESIAN COORDINATES (ANGSTROEM)
C (-10.2290, 0.6611, -9.3819)
H (-10.4171, -0.3228, -15.2482)
O (-12.9685, -3.5212, -9.9424)
H (-17.9937, -0.9906, -7.9189)
H (-11.3808, 1.2768, -16.7366)
H (-12.8383, 0.3963, -14.7940)
H (-17.9105, 1.9055, -13.5540)
H (-15.7912, 0.9712, -12.7875)
O (-22.1482, 0.0904, -12.0304)
O (-12.0743, -1.3041, -6.0522)
O (-12.2342, -3.0477, -13.8995)
H (-13.1680, 6.5620, -11.6204)
H (-20.5757, 0.8328, -17.4444)
O (-14.6951, -1.8315, -11.6311)
H (-19.8139, -1.5120, -10.7574)
C (-15.7304, 0.2866, -11.9672)
C (-12.7965, 1.3040, -10.2189)
H (-7.3276, 5.1413, -10.6668)
H (-17.1736, -0.8224, -10.9105)
C (-18.2158, 0.1349, -12.3346)
C (-18.0877, 0.8712, -13.7062)
H (-15.7953, 4.3729, -15.3577)
O (-16.6964, 1.7983, -16.7587)
H (-14.5197, 6.6291, -12.5070)
H (-15.3330, 0.8007, -6.9857)
H (-18.3936, 4.9821, -13.3592)
H (-11.6518, 1.1971, -7.7401)
C (-13.6848, 3.0144, -11.3869)
O (-14.9885, -0.1457, -7.2430)
H (-17.1722, 0.5359, -14.3003)
H (-11.4981, -2.4510, -14.1437)
H (-21.1394, 0.4450, -12.0920)
O (-13.5342, 6.3866, -12.5548)
C (-11.1988, -0.3087, -9.1245)
O (-15.8803, 3.4538, -14.8517)
O (-17.4778, -0.8066, -8.8232)
H (-14.6023, 0.8549, -14.4779)
O (-18.1587, -0.5743, -16.5496)
H (-11.7489, 4.1138, -11.3506)
H (-9.6862, 2.6504, -10.2585)
C (-14.6730, -0.8209, -12.2615)
H (-11.6002, -2.6264, -10.5999)
H (-13.0409, -1.0860, -6.3432)
C (-10.4501, 1.8815, -10.1097)
H (-9.8236, -0.8677, -13.7226)
H (-18.3975, -0.8678, -17.5111)
O (-19.3071, -0.1585, -11.7918)
H (-16.2583, 2.7905, -15.5352)
H (-16.1352, 2.0411, -10.8460)
O (-20.6985, 0.4258, -16.4928)
H (-17.3314, 0.9320, -16.6574)
H (-7.2637, 3.6557, -11.4315)
O (-10.6658, 1.3053, -16.0210)
C (-13.9937, 1.8410, -10.7858)
N (-12.3335, 3.2881, -11.0963)
H (-12.3121, 1.3774, -6.3001)
H (-9.2284, 0.4139, -9.0783)
H (-11.8026, -3.8908, -13.6343)
H (-15.5392, -0.4017, -8.0542)
O (-10.2328, -1.1750, -14.6565)
N (-13.7732, -0.6266, -13.2062)
O (-10.0281, 5.2210, -12.5191)
H (-14.5177, 3.7293, -11.6664)
C (-13.6353, 0.5865, -14.0303)
H (-17.8653, -1.4550, -16.0851)
C (-11.7820, 2.1926, -10.4976)
H (-13.3442, 1.4207, -13.3845)
C (-15.4001, 1.2595, -10.7786)
C (-12.4682, 0.0860, -9.5392)
H (-10.4968, 2.6287, -13.8118)
O (-7.8918, 4.4399, -11.1200)
H (-17.0524, 4.1388, -13.7672)
N (-17.0653, -0.3206, -11.7966)
O (-17.4763, 4.7026, -13.0338)
H (-22.5222, 0.2111, -11.0721)
H (-13.2872, -4.5159, -9.9881)
H (-20.8514, -2.3524, -9.9880)
H (-13.1140, -1.3521, -13.3543)
H (-10.8489, 2.0427, -15.2947)
O (-19.9982, -2.4303, -10.4768)
H (-16.7648, -1.5508, -8.8793)
H (-10.3711, 6.1357, -12.2564)
H (-13.3489, -0.5249, -9.3401)
H (-15.5548, 0.7276, -9.8368)
O (-11.1725, 3.3126, -14.2089)
H (-17.2296, 2.4622, -17.3814)
H (-11.9017, -2.2441, -6.4861)
H (-10.1536, -3.2377, -10.1348)
O (-11.6800, 1.8542, -6.9784)
O (-10.6197, -2.6644, -10.8190)
H (-10.8803, 4.1640, -13.6947)
H (-13.7517, -2.9322, -10.2530)
H (-19.0140, 0.7639, -14.2359)
H (-11.0371, -1.2416, -8.5910)
H (-9.4009, 4.7794, -11.7765)
H (-19.7738, 0.1951, -16.1409)

Atom charges from the Mulliken analysis, given in e for atoms 1 to 8: number 1, C, carries -0.969; number 2, H, carries 0.362; number 3, O, carries -0.695; number 4, H, carries 0.320; number 5, H, carries 0.310; number 6, H, carries 0.264; number 7, H, carries 0.111; number 8, H, carries -0.948


The following is a quantum chemistry calculation of a 2-piece molecular cluster, C3H7F2P overall in a non-equilibrium geometry, from OMol25.

The value obtained for the LUMO energy (alpha / beta) is 1.1 / -0.9 eV. The value obtained for the HOMO energy (alpha / beta) is -6.04 / -9.96 eV. The calculation puts the gap between HOMO and LUMO (alpha / beta) at 7.152 / 9.109 eV. Its total energy is -659.355755 Ha. The multiplicity is 3. For the strongest force on any atom, the calculation gives 0.0821 Eh/bohr.

CARTESIAN COORDINATES (ANGSTROEM)
F (1.2791, -1.0938, 1.2109)
C (0.9582, 0.1763, 1.0235)
P (1.6901, 0.7510, -0.5958)
C (-1.4464, -0.1442, -0.9629)
H (1.9583, -0.5418, -1.2050)
H (3.0420, 0.5444, -0.1495)
C (-1.2844, -0.1626, 0.5166)
H (-1.0180, 0.7849, -1.3868)
F (-1.7960, 0.8553, 1.1450)
H (-1.0946, -1.1444, -1.3888)
H (1.1361, 0.8880, 1.8580)
H (-2.4090, 0.1254, -1.1533)
H (-1.0154, -1.0385, 1.0880)

Atom charges from the Mulliken analysis, given in e for atoms 1 to 8: number 1, F, carries -0.229; number 2, C, carries -0.138; number 3, P, carries -0.137; number 4, C, carries -1.125; number 5, H, carries 0.057; number 6, H, carries 0.065; number 7, C, carries -0.092; number 8, H, carries 0.321


The following is a quantum chemistry calculation of C25H28AsN7O6S7TeW as an isolated structure in a non-equilibrium geometry, from OMol25.

The value obtained for the LUMO energy is -1.0 eV. The value obtained for the HOMO energy is -6.91 eV. The calculation puts the gap between HOMO and LUMO at 5.934 eV. Its total energy is -7162.390954 Ha. For the strongest force on any atom, the calculation gives 0.0525 Eh/bohr.

CARTESIAN COORDINATES (ANGSTROEM)
S (-3.3013, -1.2675, 1.5342)
S (-3.3606, 1.0655, -0.9493)
O (-0.9904, -2.6891, 2.0822)
H (-2.4749, -3.0974, -4.1686)
As (0.5217, 0.9552, 2.6139)
C (-4.7774, -0.2677, 0.9419)
H (2.6360, -0.8772, 1.3090)
H (5.8161, -0.6040, -3.6500)
C (0.9952, -2.8959, 3.6020)
H (7.9388, -1.1235, -2.7245)
S (1.9100, 0.7042, 4.0848)
H (3.8165, -3.1899, 5.4428)
C (4.0194, -0.2601, -2.5456)
H (-3.4558, 3.8395, 0.3844)
C (1.8818, -2.7704, 4.7051)
H (1.5530, -2.2208, 5.5751)
H (4.2753, -1.1670, 1.8956)
H (2.9608, -4.4479, 1.4184)
Te (1.4417, 0.5398, -1.2696)
H (0.7961, -3.4599, 1.7045)
S (-0.6010, -2.3616, 3.5250)
H (4.5496, -4.3857, 3.3507)
H (-8.1320, 1.4345, -0.0749)
C (3.4340, -0.2203, -1.2696)
C (-5.9209, -0.4356, 1.7000)
H (-5.8576, -1.0521, 2.5875)
H (-3.9778, 7.7277, -0.6195)
C (7.6256, -1.1196, -1.6813)
C (3.5626, -3.9568, 3.4277)
S (0.2668, -1.0220, 0.0606)
H (-0.1981, -3.1140, -2.6237)
C (-1.7506, -2.3301, -3.9640)
C (-1.4785, 5.0147, -0.0471)
H (8.2232, -0.3753, -1.1524)
C (5.5535, -0.7967, -0.3014)
H (-5.3419, 6.7912, -0.1329)
O (-0.8794, 1.6010, -1.1237)
C (-7.1202, 0.1798, 1.3411)
H (-6.0833, 1.7884, -1.4447)
H (3.8406, -0.3482, -4.6737)
C (3.2564, -0.0051, -3.8211)
N (-4.0494, 4.6521, 0.2499)
C (-4.8757, 0.5379, -0.1966)
C (-6.0564, 1.1552, -0.5646)
N (-0.8579, 4.0863, 0.2561)
H (-0.6739, 0.7031, -4.2455)
C (3.6637, -0.5209, 1.2678)
S (-0.9973, 2.4302, 2.7541)
C (-0.6164, -2.3163, -3.2128)
C (5.3725, -0.5638, -2.6614)
H (-7.9961, 0.0332, 1.9603)
H (3.0611, 1.0605, -3.9728)
N (-1.8678, -1.0558, -4.4691)
C (-0.8157, -0.3400, -4.0116)
H (3.6714, 0.4763, 1.7101)
N (-0.0404, -1.0716, -3.2527)
O (-2.9782, 1.9815, 0.3073)
C (6.1606, -0.8185, -1.5500)
N (-4.3896, 6.8289, -0.4434)
O (-3.7633, -1.6975, 2.8467)
H (2.2960, -0.5208, -3.8500)
O (-2.2995, -0.0165, 1.8417)
C (4.2060, -0.5032, -0.1312)
N (-2.2485, 6.0415, -0.3775)
C (-7.1990, 0.9649, 0.2076)
C (3.1300, -3.2972, 4.6135)
C (-3.5269, 5.8155, -0.1734)
O (-2.5214, -0.1852, -0.6602)
H (7.8665, -2.0934, -1.2519)
W (-1.1018, 1.0626, 0.5910)
H (-2.6011, -0.7138, -5.0641)
C (2.7121, -4.0121, 2.3752)
H (6.1487, -1.0106, 0.5802)
H (-5.0344, 4.5504, 0.4086)
N (1.4632, -3.4953, 2.4802)
S (1.5857, 2.0725, 0.5892)

Atom charges from the Mulliken analysis, given in e for atoms 1 to 8: number 1, S, carries 0.807; number 2, S, carries 0.281; number 3, O, carries -0.706; number 4, H, carries 0.425; number 5, As, carries 0.500; number 6, C, carries -0.234; number 7, H, carries -0.245; number 8, H, carries 0.277